[1]
Density functional theory data (ωB97M-V/def2-TZVPD) for 2 unconnected molecules or ions with the total composition C2H4BrFO in a non-equilibrium geometry.

As for the spin multiplicity: 1. The total energy comes out at -76943.248 eV. The calculation puts the highest occupied orbital energy (alpha / beta) at -8.7 / -8.7 eV. Its frontier orbital gap (alpha / beta) is 8.7 / 8.6 eV. As for the charge: 0. For the strongest force on any atom, the calculation gives 4.04 eV/Å. As for the LUMO energy (alpha / beta): 0.0 / 0.0 eV. As for the energy above the lowest of the compared OMol25 structures with the same formula, charge and spin: 316.7 kJ/mol.

Each line ends with the Löwdin charge.
Positions of all 9 atoms, in Å:
C -0.136199 0.639865 0.610905  0.107
C -0.495433 -1.276336 -0.829599  -0.868
O 0.701820 -1.626377 -1.264350  -0.017
F -1.349634 -0.893124 -1.798798  -0.017
Br -1.382782 -2.563197 0.338869  0.656
H -0.170150 1.412092 -0.133195  0.006
H -1.000441 0.506304 1.229944  -0.002
H 0.820223 0.350328 0.994502  0.007
H 0.685219 -2.169216 -2.072812  0.128

Force components x, y, z for each atom (eV/Å):
-0.62 -2.93 -2.39
-0.08 3.12 2.56
0.51 -0.19 -0.43
0.27 -0.29 -0.04
0.03 -0.09 -0.24
0.04 0.28 -0.09
-0.18 0.04 0.26
0.29 0.01 0.21
-0.26 0.05 0.16



[2]
Density functional theory data (ωB97M-V/def2-TZVPD) for C3H4O2 in the gas phase in a non-equilibrium geometry.

As for the spin multiplicity: 1. The total energy comes out at -7266.438 eV. The calculation puts the highest occupied orbital energy at -10.4 eV. Its frontier orbital gap is 11.1 eV. As for the charge: 0. For the strongest force on any atom, the calculation gives 4.82 eV/Å. As for the LUMO energy: 0.7 eV. As for the energy above the lowest of the compared OMol25 structures with the same formula, charge and spin: 409.9 kJ/mol.

Each line ends with the Löwdin charge.
Positions of all 9 atoms, in Å:
C -0.570969 0.987265 -0.805436  -0.204
C -1.238284 2.773863 -1.610843  0.031
C 0.347645 -0.040602 0.405539  0.063
O -1.634610 1.967203 -0.563891  -0.081
O -0.111182 1.972413 -1.791019  -0.083
H -1.024272 0.161483 -1.369311  0.123
H 0.826324 -0.826273 -0.139226  0.046
H -0.451388 -0.345583 1.069846  0.055
H 1.033644 0.626827 0.917717  0.050

Force components x, y, z for each atom (eV/Å):
-0.10 -1.00 -0.23
1.83 -3.29 1.87
-1.82 4.15 -1.65
-0.53 0.21 0.63
0.44 0.35 -0.28
-0.01 0.37 0.00
0.07 -0.31 -0.39
-0.03 -0.26 -0.02
0.15 -0.24 0.06



[3]
Density functional theory data (ωB97M-V/def2-TZVPD) for a gas-phase ion, C4H8NOS (charge +1).

As for the spin multiplicity: 1. The total energy comes out at -18643.188 eV. The calculation puts the highest occupied orbital energy at -13.3 eV. Its frontier orbital gap is 9.0 eV. As for the charge: +1. For the strongest force on any atom, the calculation gives 0.94 eV/Å. As for the LUMO energy: -4.3 eV. As for the energy above the lowest of the compared OMol25 structures with the same formula, charge and spin: 5.8 kJ/mol.

Each line ends with the Löwdin charge.
Positions of all 15 atoms, in Å:
C 1.615062 -0.213391 0.165955  -0.089
C 1.988711 -0.254319 -1.126173  -0.167
C -0.842320 -0.018357 0.397357  -0.602
C -1.926663 0.493555 1.268161  -0.039
N 0.405749 0.148952 0.778367  0.043
O 1.275510 0.096207 -2.200759  -0.004
S -1.141352 -0.832543 -1.081184  1.046
H 2.378229 -0.463216 0.886101  0.127
H 3.008526 -0.576665 -1.296214  0.139
H -1.971495 -0.089419 2.189032  0.114
H -2.899281 0.440467 0.787256  0.084
H -1.735740 1.529506 1.545894  0.108
H 0.543065 0.559583 1.700295  0.179
H 1.778347 -0.023836 -3.013617  0.133
H -2.476346 -0.796525 -1.000468  -0.071

Force components x, y, z for each atom (eV/Å):
0.59 -0.36 -0.63
0.14 0.10 0.39
0.54 -0.16 -0.51
-0.30 0.15 0.24
-0.71 0.30 0.16
-0.25 0.14 0.30
0.04 -0.03 0.13
0.02 -0.05 -0.01
0.00 -0.06 -0.05
0.03 -0.09 0.02
0.06 0.00 0.00
0.03 0.05 -0.03
-0.21 0.00 -0.20
0.09 -0.01 0.00
-0.06 0.02 0.19



[4]
Density functional theory data (ωB97M-V/def2-TZVPD) for C2H6N2O in the gas phase in a non-equilibrium geometry.

As for the spin multiplicity: 1. The total energy comes out at -7195.199 eV. The calculation puts the highest occupied orbital energy at -10.0 eV. Its frontier orbital gap is 10.6 eV. As for the charge: 0. For the strongest force on any atom, the calculation gives 5.38 eV/Å. Its structure (SMILES) is NC/C=N\O. As for the LUMO energy: 0.6 eV. As for the energy above the lowest of the compared OMol25 structures with the same formula, charge and spin: 442.7 kJ/mol.

Each line ends with the Löwdin charge.
Positions of all 11 atoms, in Å:
N 1.098358 0.917323 0.166869  -0.031
C 0.639129 -0.418493 -0.093373  -0.337
C -0.696549 -0.607027 -0.716894  -0.156
N -1.792248 -0.333856 -0.147818  0.051
O -1.511368 0.381807 1.057926  -0.088
H 1.359844 1.471810 -0.661051  0.070
H 0.036883 1.330928 0.334690  0.132
H 1.526376 -1.008218 -0.485393  0.133
H 0.778782 -0.890468 0.930708  0.124
H -0.692773 -0.729644 -1.707481  0.073
H -0.746434 -0.114162 1.321818  0.029

Force components x, y, z for each atom (eV/Å):
-4.27 3.28 -0.05
3.64 -2.38 1.43
0.84 0.54 2.54
-0.22 1.59 -0.19
-1.53 -1.09 -0.18
0.06 -0.83 0.09
3.71 -0.10 0.11
-1.41 0.50 -0.78
-1.19 0.10 -0.66
-0.54 -1.59 -3.77
0.90 -0.02 1.46



- Which formula does entry 2 have?
  C3H4O2



- Which formula does entry 1 have?
  C2H4BrFO